Formula: C6H19N2OSi
Source: OMol25
Level of theory: ωB97M-V/def2-TZVPD

Structure (XYZ):
```
29
Properties=species:S:1:pos:R:3:forces:R:3:nbo_charge:R:1
C 1.9155 1.0186 0.0721 -0.9 0.4 -2.0 -0.247
C -1.0150 2.6615 1.4253 0.3 -2.0 1.3 -1.201
C -2.0107 1.3817 -1.5891 2.0 -0.6 1.3 -1.071
C 0.1518 -2.5631 -0.6266 -5.2 0.4 0.0 -0.260
C 0.3711 -2.6896 0.8120 4.7 -1.1 0.4 -0.245
C -0.4566 -0.5580 1.7027 1.0 0.5 1.1 -0.080
N 0.8774 -1.4994 -1.2784 1.2 0.1 -2.0 -0.755
N 0.4788 -1.4546 1.4978 -4.2 1.0 -0.2 -0.571
O 0.5430 0.8310 -0.3432 -0.9 0.8 -1.1 -0.883
Si -0.6958 2.2660 -0.3854 0.8 -2.2 -0.4 1.585
H 2.4923 0.1523 -0.3278 -0.1 0.8 0.5 0.164
H 1.8791 1.0541 1.1201 0.6 0.1 1.5 0.203
H 2.2296 1.9662 -0.4009 0.5 -0.5 0.5 0.210
H -0.8504 1.7358 2.1826 -0.1 1.8 -2.2 0.321
H -0.3890 3.4766 1.8295 -0.6 -0.1 -0.4 0.268
H -2.0924 2.8250 1.5005 0.1 0.6 0.2 0.260
H -3.0152 1.6754 -1.3803 -0.8 -0.3 0.6 0.254
H -1.8244 1.9026 -2.5232 0.3 -0.6 -0.5 0.251
H -1.8573 0.2114 -1.5999 -0.4 2.5 -0.2 0.229
H -0.0593 -3.6122 -0.9523 1.1 1.1 -1.1 0.259
H -0.8559 -2.0739 -0.6072 0.0 -0.9 -0.4 0.202
H 1.4055 -3.1407 0.9784 -1.1 0.0 -0.2 0.194
H -0.3072 -3.3964 1.1902 -1.1 -0.6 0.8 0.239
H -1.4510 -0.8021 1.3424 -0.2 -0.8 -0.6 0.114
H 1.8466 -1.7538 -1.1684 0.8 0.6 -0.3 0.407
H 0.7115 -1.3655 -2.3144 0.0 -0.7 1.4 0.439
H 1.3297 -1.2189 1.8622 2.7 0.4 1.1 0.390
H 0.6134 -0.3870 -0.8621 0.0 -0.2 0.3 0.500
H 0.0351 3.3568 -1.1567 -0.4 -0.6 0.5 -0.175
```
Forces are in eV/Å.

* ΔE to the lowest compared entry with this formula, charge and spin: 2.025 eV
* total charge: +1


Formula: C6H19N8
Source: OMol25
Level of theory: ωB97M-V/def2-TZVPD

Structure (XYZ):
```
33
Properties=species:S:1:pos:R:3:forces:R:3:nbo_charge:R:1
C -0.7166 -1.6665 0.2337 1.9 0.9 -1.7 -0.170
C 0.6376 -1.7002 0.1697 -4.3 -1.9 0.4 -0.192
C -1.6411 -0.5439 -0.1328 -1.3 -0.2 1.5 0.156
C 1.4161 -0.5199 0.3381 3.2 1.2 -1.9 0.154
C -1.5184 0.7700 0.6039 1.6 0.3 -1.1 0.598
C 0.9990 0.7261 -0.4819 -1.9 0.6 1.1 -0.077
N -2.9479 -1.0124 0.3608 1.3 1.8 0.4 -0.848
N -1.5913 -0.3389 -1.5557 -0.3 -1.8 -1.5 -0.853
N 2.8402 -0.7535 -0.2171 0.3 -1.2 0.3 -0.944
N 1.3872 -0.1602 1.7228 0.1 0.1 0.7 -0.844
N -1.2429 0.7836 1.8645 2.7 0.4 4.5 -0.778
N -1.9454 1.8916 0.0787 -0.8 2.3 2.4 -0.740
N 1.7807 1.8821 -0.1580 1.8 -1.0 -3.3 -0.890
N 1.2195 0.4004 -1.9734 1.4 1.0 1.9 -0.764
H -1.2756 -2.5476 0.0617 -0.1 -1.3 0.4 0.203
H 0.9682 -2.7260 0.2244 1.0 0.1 0.0 0.237
H -3.6374 -0.3143 0.2193 -1.1 -0.1 -0.1 0.370
H -3.1690 -1.9572 0.2452 -0.6 -1.2 -0.4 0.388
H -1.4075 -1.3327 -1.9211 -0.8 2.0 0.1 0.384
H -2.5460 -0.0577 -1.8530 0.9 -0.5 -0.1 0.375
H 3.6068 -0.6640 0.4631 -0.6 -0.3 -0.6 0.397
H 2.9342 -1.6121 -0.7918 0.2 0.4 1.2 0.376
H 1.4542 -0.8973 2.4299 0.5 0.0 -0.8 0.395
H 2.1315 0.4975 1.7955 0.5 0.7 0.9 0.384
H -0.3478 0.2269 2.2272 -2.1 0.9 -1.5 0.464
H -1.2153 1.7220 2.3625 -0.3 -1.6 -1.1 0.389
H -2.0731 2.7628 0.6558 0.4 -1.6 -0.8 0.411
H -2.3143 1.9678 -0.7993 -0.8 -0.1 -2.6 0.404
H 2.8197 1.9403 -0.2883 -1.0 -0.7 0.1 0.339
H 1.5640 2.2678 0.6764 -1.1 1.7 2.8 0.361
H 0.4045 -0.1064 -2.2487 -0.8 -0.1 -0.7 0.438
H 2.0456 -0.2272 -1.7949 0.2 0.9 -1.4 0.428
H 1.3807 1.2993 -2.5170 -0.1 -1.7 0.9 0.449
```
Forces are in eV/Å.

* total charge: +1


Formula: C6H19NO2
Source: OMol25
Level of theory: ωB97M-V/def2-TZVPD

Structure (XYZ):
```
28
Properties=species:S:1:pos:R:3:forces:R:3:nbo_charge:R:1
C -1.1670 1.2578 2.0349 2.9 3.5 -4.9 -0.595
C 0.3770 0.9761 1.4763 -2.5 -2.1 1.3 -0.218
N 0.3870 0.1661 0.1988 -0.9 0.2 2.6 -0.499
C 1.7538 -0.0148 -0.2770 0.8 -0.7 1.3 -0.453
C -0.5239 0.7238 -0.8171 -3.5 -1.1 1.0 -0.048
C -0.1580 2.0432 -1.4016 -2.1 -0.9 -2.1 -0.643
C -0.6811 -0.2537 -1.9113 -0.6 -1.6 -4.1 -0.623
H -1.7642 0.5878 1.4372 -0.6 0.4 0.0 0.219
H -1.2362 1.0199 2.9920 -0.1 -1.2 4.3 0.198
H -1.3857 2.4467 1.9692 0.1 -3.0 -0.3 0.201
H 0.9958 1.8021 1.4152 0.7 2.5 -0.7 0.165
H 0.9099 0.4946 2.3330 -0.5 -0.7 -0.9 0.196
H 2.5436 0.1383 0.5167 -1.2 -0.6 -0.1 0.214
H 1.9633 -1.0576 -0.6939 -0.3 1.8 -0.1 0.216
H 1.9473 0.8831 -0.8075 0.9 0.2 -1.9 0.192
H -1.7391 0.7935 -0.4697 3.7 0.0 0.1 0.212
H 0.0186 2.6197 -0.5810 0.9 2.5 1.8 0.209
H 0.6687 1.9044 -2.1006 0.0 0.6 0.1 0.205
H -1.1045 2.3986 -1.9409 1.6 -0.2 0.5 0.222
H -1.7899 -0.4020 -2.3148 2.4 0.3 1.0 0.223
H -0.0883 0.1424 -2.8132 -0.9 -0.7 0.9 0.197
H -0.2199 -1.2529 -1.7545 -0.6 0.6 0.3 0.208
O 1.2939 -3.0767 1.6759 1.6 2.2 1.6 -0.926
H 0.7620 -3.2935 0.9572 -1.6 -1.2 -1.9 0.463
H 1.3424 -2.0941 1.5795 0.1 -1.0 0.4 0.462
O -1.2344 -3.1829 0.0309 -0.3 -0.9 -0.6 -0.938
H -0.6595 -2.4453 0.1974 0.2 1.0 0.0 0.469
H -1.2115 -3.3247 -0.9314 0.0 0.2 0.5 0.471
```
Forces are in eV/Å.

* ΔE to the lowest compared entry with this formula, charge and spin: 3.467 eV
* SMILES: CCN(C)C(C)C.O.O
* total charge: 0


Formula: C6H19NO3
Source: OMol25
Level of theory: ωB97M-V/def2-TZVPD

Structure (XYZ):
```
29
Properties=species:S:1:pos:R:3:forces:R:3:nbo_charge:R:1
C -0.9406 -0.4893 2.3710 0.8 3.8 -2.5 -0.604
C -2.0276 -0.5671 1.2384 2.4 -4.1 1.7 -0.387
C -1.8323 0.4043 0.1232 -0.9 -1.3 -2.0 -0.421
C -0.5046 0.1872 -0.5602 2.1 -0.6 -1.6 -0.064
C -0.5593 -1.0851 -1.4469 0.9 -2.0 -1.7 -0.695
N -0.0185 1.3048 -1.4239 -0.8 -0.7 2.1 -0.657
C 1.3261 1.2195 -1.8150 1.0 -1.2 -1.0 0.104
O 1.7332 -0.1409 -2.2980 1.2 0.8 -0.6 -0.803
H -0.6245 0.6024 2.5280 -0.8 -1.1 0.3 0.167
H -0.9904 -0.9516 3.3010 -1.0 -1.0 1.5 0.219
H -0.0530 -0.8257 1.9017 1.1 -0.8 -0.2 0.199
H -1.8619 -1.7118 1.0093 -0.7 2.1 -0.7 0.196
H -2.9556 -0.5948 1.7042 -2.0 0.6 0.5 0.209
H -1.8458 1.3719 0.5685 -0.5 1.1 -0.1 0.215
H -2.6402 0.1695 -0.7329 1.4 1.2 2.1 0.216
H 0.3746 0.0210 0.1456 -1.2 0.2 -0.5 0.196
H 0.1713 -1.0306 -2.3244 -0.4 -0.2 2.2 0.287
H -1.3732 -1.2174 -2.2311 -0.5 0.1 2.1 0.211
H -0.2833 -2.0293 -0.8229 -1.0 1.4 -1.4 0.194
H -0.7434 1.6729 -2.0000 0.2 0.1 -0.9 0.380
H 2.0496 1.4391 -1.0112 -0.4 0.2 -0.1 0.149
H 1.4713 1.8567 -2.7048 0.2 -0.1 0.7 0.189
H 2.3326 -0.7111 -1.7624 -0.9 1.3 0.1 0.490
O 1.0616 2.8703 1.7412 4.3 -0.3 -2.3 -0.915
H 1.3248 2.0216 1.3071 -0.1 1.2 0.3 0.464
H 0.2715 2.6421 2.0866 -4.3 -0.8 2.0 0.454
O 2.2134 -1.8529 0.3169 0.5 2.5 -0.7 -0.961
H 3.1644 -1.9451 0.2521 0.0 -0.7 0.3 0.484
H 1.7600 -2.6307 0.5390 -0.3 -1.9 0.4 0.484
```
Forces are in eV/Å.

* ΔE to the lowest compared entry with this formula, charge and spin: 3.186 eV
* SMILES: CCC[C@@H](C)NCO.O.O
* total charge: 0


Formula: C6H19NSi2
Source: OMol25
Level of theory: ωB97M-V/def2-TZVPD

Structure (XYZ):
```
28
Properties=species:S:1:pos:R:3:forces:R:3:nbo_charge:R:1
C -2.2227 -0.3015 -1.3139 1.5 0.6 -1.8 -0.631
C -1.2779 -0.5625 -0.1349 -1.0 1.0 0.0 -0.034
C -2.0733 -0.7807 1.1584 -1.2 -2.0 -1.5 -0.639
N -0.3926 0.5946 -0.0015 1.7 -0.8 -0.1 -1.326
Si -0.9038 2.2057 0.3261 -0.9 -1.7 -1.0 1.105
Si 1.2666 0.0164 0.0623 0.6 -1.1 -2.3 1.829
C 1.5138 -1.2620 1.4243 1.4 -0.4 -1.3 -1.147
C 1.5768 -1.1239 -1.5873 0.5 -1.3 3.1 -1.083
C 2.4666 1.4858 0.1582 -0.4 1.9 -0.7 -1.155
H -2.9291 0.5079 -1.1725 0.1 0.5 0.7 0.209
H -1.5428 0.0923 -2.1874 -1.5 -1.3 1.2 0.219
H -2.9005 -1.1122 -1.5704 0.5 -0.5 -0.3 0.216
H -0.6340 -1.4415 -0.3060 -0.5 0.2 -0.2 0.200
H -1.4640 -0.4548 1.9924 -0.4 -0.3 0.4 0.223
H -2.3316 -1.8870 1.1144 0.5 1.0 0.9 0.211
H -3.0905 -0.3437 1.0660 0.8 0.4 0.5 0.214
H -0.0962 2.4450 1.4640 0.3 1.1 1.2 -0.198
H -2.4071 1.9365 0.5994 1.0 1.0 -0.2 -0.159
H -0.4587 3.0352 -0.8330 -0.6 0.3 0.3 -0.174
H 2.3993 -1.9289 1.0402 -1.8 1.1 0.9 0.247
H 1.8006 -0.7950 2.3661 -0.3 -0.4 0.2 0.235
H 0.5575 -1.8182 1.4164 0.7 0.0 0.6 0.238
H 2.1390 -0.6236 -2.2637 1.4 2.4 -2.4 0.220
H 2.2502 -2.0341 -1.5477 -0.8 0.6 1.0 0.224
H 0.7273 -1.4854 -2.0893 -1.5 -0.2 -0.6 0.220
H 2.0826 2.4898 -0.3211 0.5 -2.0 0.6 0.246
H 2.3807 1.6873 1.2183 0.3 0.3 0.6 0.231
H 3.5638 1.4585 -0.0779 -1.1 -0.5 0.1 0.260
```
Forces are in eV/Å.

* ΔE to the lowest compared entry with this formula, charge and spin: 3.145 eV
* SMILES: CC(C)N([SiH3])[Si](C)(C)C
* total charge: 0


Formula: C6H19NaO9P2
Source: OMol25
Level of theory: ωB97M-V/def2-TZVPD

Structure (XYZ):
```
37
Properties=species:S:1:pos:R:3:forces:R:3:nbo_charge:R:1
Na -17.6032 13.0480 12.4729 0.6 0.8 -0.4 0.962
O -17.0373 14.8959 11.1467 0.3 -0.7 1.0 -1.374
H -16.3402 15.3682 11.6422 -0.5 -0.2 -0.4 0.413
C -15.5050 11.2930 5.4745 0.1 0.8 -0.4 -0.249
O -16.2520 10.6614 6.5019 -2.4 0.5 1.0 -0.801
P -17.6940 11.3510 7.0541 0.4 -1.3 0.8 2.531
O -18.5371 10.4425 7.9236 2.0 1.7 -1.7 -1.079
O -17.2204 12.7396 7.7309 -0.6 -1.3 -1.8 -0.810
C -16.2662 12.8169 8.7678 -0.1 0.9 1.8 -0.273
O -18.4309 11.8302 5.7019 0.9 -0.7 0.7 -0.814
C -19.8361 12.0637 5.7058 -0.7 1.0 0.1 -0.251
H -16.0458 12.1712 5.1217 0.2 0.0 -0.2 0.191
H -15.3042 10.6407 4.6247 -0.5 -0.3 0.1 0.184
H -14.5162 11.6000 5.8153 -0.1 0.1 0.5 0.179
H -15.4538 12.0902 8.7717 -0.1 -0.1 -0.5 0.176
H -16.7910 12.7940 9.7229 -0.1 -0.5 0.1 0.197
H -15.9154 13.8461 8.8438 0.3 -0.1 -0.6 0.232
H -19.9972 13.0158 6.2115 -0.2 0.0 0.1 0.186
H -20.4590 11.3007 6.1725 0.5 -0.2 0.1 0.204
H -20.1925 12.2033 4.6852 0.4 -0.2 -0.1 0.191
C -14.1688 11.7267 17.3984 0.7 -1.1 -1.1 -0.253
O -14.9774 12.1362 16.2480 -0.6 -1.0 -0.2 -0.813
P -15.2354 11.1398 14.9738 0.3 1.2 0.6 2.578
O -16.0559 11.8429 13.9266 1.1 -1.2 1.4 -1.137
O -13.7404 10.6897 14.6005 -2.1 -1.3 0.0 -0.826
C -12.7335 11.5546 14.1280 -0.2 0.8 0.8 -0.245
O -15.8162 9.7774 15.5962 1.1 1.8 -0.3 -0.800
C -16.1330 8.6444 14.8172 -1.5 -1.2 -0.2 -0.258
H -13.7869 10.7278 17.1875 -0.1 -0.2 0.1 0.188
H -14.6665 11.6591 18.3657 -0.6 0.5 -0.4 0.204
H -13.2602 12.3253 17.4639 -0.4 0.5 0.0 0.192
H -13.1962 12.5178 13.9128 0.4 0.0 -0.7 0.199
H -12.2129 11.0618 13.3069 0.0 0.4 0.1 0.206
H -12.1156 11.7224 15.0102 0.6 0.0 -0.4 0.183
H -17.2036 8.6744 14.6150 -0.1 0.1 -0.2 0.189
H -16.0122 7.7537 15.4338 0.4 0.2 0.1 0.199
H -15.6426 8.4726 13.8590 0.5 0.6 0.2 0.200
```
Forces are in eV/Å.

* ΔE to the lowest compared entry with this formula, charge and spin: 1.264 eV
* total charge: 0


no.,E (eV),frontier orbital gap (eV)
1,-19425.8545,8.590
2,-18441.1840,7.207
3,-12112.1791,9.683
4,-14159.8951,9.054
5,-23775.4039,9.449
6,-47955.2608,6.955